No. 1
Molecular formula: C3H11N2O2
Method: DFT, ωB97M-V/def2-TZVPD

XYZ file:
```
18
C3H11N2O2 ωB97M-V/def2-TZVPD
N 1.63 0.32 4.34
C -0.84 -1.25 -0.55
C -2.01 -1.86 -1.20
C -0.38 0.10 -0.69
N -1.22 1.01 -1.26
O 0.70 0.45 -0.24
H 0.68 0.19 4.65
H 2.22 -0.42 4.68
H 1.98 1.15 4.79
H -0.21 -1.88 0.09
H -1.70 -2.84 -1.56
H -2.85 -1.85 -0.48
H -2.33 -1.31 -2.09
H -0.78 1.91 -1.39
H -2.09 0.80 -1.68
H 2.95 2.25 -2.88
H 2.16 1.33 -1.87
O 2.09 1.88 -2.66
```

Computed properties:
**Max |F|**: 0.0709 Eh/bohr
**HOMO level**: -12.36 eV
**Charge**: +1
**DFT total energy**: -10354.9908 eV
**Kohn-Sham gap**: 3.79 eV

Löwdin charges, unit e, in atom order: 0.003, 0.254, 0.023, -0.477, 0.242, 0.153, -0.006, 0.003, 0.005, 0.169, 0.130, 0.158, 0.107, 0.139, 0.110, 0.048, 0.005, -0.066

No. 2
Molecular formula: C3H5NO2
Method: DFT, ωB97M-V/def2-TZVPD

XYZ file:
```
11
C3H5NO2 ωB97M-V/def2-TZVPD
O -0.56 -1.28 1.44
C -0.26 -0.32 0.49
C 0.88 -0.12 -0.23
O 2.19 -0.39 -0.06
N 0.37 0.56 -1.31
C -1.10 0.49 -0.39
H -1.42 -1.09 1.83
H 2.31 -0.86 0.77
H 0.83 1.46 -1.50
H -1.26 1.53 -0.14
H -1.95 0.02 -0.90
```

Computed properties:
**Max |F|**: 0.0538 Eh/bohr
**HOMO level**: -7.38 eV
**DFT total energy**: -8774.4070 eV
**Kohn-Sham gap**: 8.08 eV

Löwdin charges, unit e, in atom order: 0.032, -0.319, -0.417, 0.095, 0.088, 0.012, 0.098, 0.118, 0.097, 0.093, 0.104

No. 3
Molecular formula: C24H58P2Si4Sn
Method: DFT, ωB97M-V/def2-TZVPD

XYZ file:
```
89
C24H58P2Si4Sn ωB97M-V/def2-TZVPD
P 3.18 1.13 0.71
P 3.68 -1.94 -1.42
C 4.32 -0.41 0.78
C 4.96 -1.06 -0.44
H 3.73 -1.17 1.30
H 5.15 -0.11 1.44
H 5.53 -0.37 -1.08
H 5.68 -1.87 -0.18
C 3.87 -3.72 -0.72
H 3.20 -4.38 -1.30
H 3.60 -3.81 0.34
H 4.88 -4.10 -0.85
C 4.44 -2.75 -2.92
H 5.23 -3.46 -2.65
H 4.86 -2.03 -3.64
H 3.62 -3.30 -3.39
C 3.77 1.69 2.46
H 3.24 2.64 2.66
H 4.87 1.84 2.51
H 3.40 1.01 3.28
C 4.51 2.16 -0.23
H 4.50 2.13 -1.34
H 5.53 1.87 0.08
H 4.37 3.22 0.06
Sn 0.69 1.00 2.23
C 1.25 -2.60 -2.72
C 1.84 -2.30 -1.46
C 1.23 -1.02 -0.79
C 1.29 0.32 -1.54
C 2.69 0.64 -1.90
C 3.36 -0.40 -2.63
C 2.57 -0.71 -3.97
C 1.29 -1.72 -3.87
C 0.09 3.11 1.63
H 0.63 -3.47 -2.79
H 1.56 -3.14 -0.74
H 1.84 -0.80 0.12
H 0.21 -1.20 -0.38
H 0.76 0.27 -2.48
H 0.89 1.14 -0.93
H 2.94 1.67 -2.20
H 4.42 -0.09 -2.86
H 3.27 -1.12 -4.76
H 2.17 0.26 -4.34
H 0.38 -1.09 -3.94
H 1.31 -2.25 -4.84
H -0.90 3.23 1.21
H 0.80 3.49 0.86
H 0.25 3.74 2.51
C -2.12 -2.86 0.33
Si -2.97 -1.59 1.43
C -4.80 -1.92 1.16
C -2.47 -1.96 3.22
Si -2.24 0.63 1.24
Si -3.21 1.38 -0.77
C -5.10 1.37 -0.85
C -2.63 3.13 -1.18
C -2.60 0.26 -2.16
Si -3.67 1.79 2.74
C -5.44 1.13 2.91
C -2.81 1.69 4.41
C -3.83 3.63 2.31
H -2.38 -3.85 0.75
H -1.03 -2.78 0.29
H -2.52 -2.83 -0.70
H -4.96 -3.00 1.31
H -5.45 -1.40 1.87
H -5.13 -1.68 0.14
H -1.54 -1.46 3.51
H -3.26 -1.67 3.93
H -2.32 -3.04 3.28
H -5.58 2.07 -0.15
H -5.36 1.69 -1.87
H -5.54 0.37 -0.70
H -1.54 3.26 -1.04
H -2.85 3.28 -2.25
H -3.16 3.90 -0.61
H -1.52 0.39 -2.35
H -2.80 -0.80 -1.98
H -3.14 0.56 -3.06
H -5.47 0.19 3.48
H -6.03 1.87 3.48
H -5.95 0.98 1.96
H -1.73 1.88 4.34
H -3.24 2.46 5.07
H -2.96 0.71 4.89
H -2.86 4.14 2.33
H -4.30 3.82 1.33
H -4.46 4.09 3.08
```

Computed properties:
**Max |F|**: 0.0985 Eh/bohr
**HOMO level (alpha / beta)**: -6.83 / -6.83 eV
**DFT total energy**: -81742.8620 eV
**Kohn-Sham gap (alpha / beta)**: 6.09 / 6.32 eV

Löwdin charges, unit e, in atom order: 0.829, 0.846, -0.394, -0.295, 0.074, 0.074, 0.086, 0.101, -0.244, 0.052, 0.040, 0.023, -0.189, 0.043, 0.051, 0.058, -0.363, 0.016, 0.044, 0.001, -0.243, 0.024, 0.043, 0.041, 0.882, -0.112, -0.397, -0.210, -0.252, -0.244, -0.395, -0.127, -0.188, -0.395, 0.101, 0.127, 0.008, 0.083, 0.085, 0.079, 0.098, 0.105, 0.104, 0.105, 0.104, 0.112, -0.074, -0.014, -0.028, -0.224, 0.284, -0.213, -0.244, 0.314, 0.296, -0.208, -0.226, -0.222, 0.315, -0.217, -0.236, -0.223, 0.034, 0.002, 0.023, 0.032, 0.006, 0.018, 0.004, 0.022, 0.023, 0.019, 0.033, 0.015, 0.017, 0.029, 0.016, 0.009, 0.015, 0.030, 0.021, 0.032, 0.014, 0.004, 0.028, 0.021, 0.023, 0.010, 0.031